Here is 7 unconnected molecules or ions with the total composition C39H68ClF3O10P from the OMol25 dataset. Energies are from ωB97M-V/def2-TZVPD.

Structure (XYZ):
```
122
Properties=species:S:1:pos:R:3:lowdin_charge:R:1
O -0.073 6.415 4.196 0.0385
C -0.763 7.035 3.456 -0.7621
Cl -0.172 8.649 2.887 0.5921
C -2.112 6.663 2.923 -0.1186
C -2.079 5.596 1.810 -0.4052
C -0.966 4.556 1.874 -0.2478
O -1.052 3.919 0.641 -0.3072
P -1.128 5.136 -0.627 0.5914
C -0.241 3.987 -1.866 -0.2941
C -0.517 2.468 -1.904 -0.2326
C 0.563 1.594 -1.239 -0.1457
C 0.406 1.299 0.232 -0.2280
C -0.802 0.921 0.793 -0.0489
C -0.915 0.667 2.149 -0.0913
C 0.187 0.789 2.983 -0.1199
C 1.403 1.152 2.438 -0.1081
C 1.507 1.395 1.077 -0.0502
C -2.809 4.410 -1.224 -0.2015
O -3.979 5.225 -0.935 0.0134
C -5.125 4.600 -0.824 -0.7133
F -5.270 3.927 0.371 0.1040
F -6.133 5.495 -0.879 0.1330
F -5.361 3.665 -1.788 0.1194
O -1.965 6.189 0.562 -0.2878
H -2.705 6.321 3.773 0.1259
H -2.590 7.547 2.506 0.1037
H -3.033 5.043 1.895 0.1417
H -1.054 3.847 2.702 0.1244
H 0.006 5.062 1.984 0.1031
H -1.222 6.215 -1.582 0.0197
H 0.144 5.665 -0.160 0.0220
H -0.458 4.402 -2.854 0.0596
H 0.828 4.138 -1.685 0.0606
H -1.485 2.209 -1.483 0.0712
H -0.571 2.153 -2.951 0.0939
H 1.523 2.106 -1.359 0.0979
H 0.650 0.638 -1.768 0.0967
H -1.682 0.842 0.166 0.1090
H -1.883 0.392 2.549 0.1001
H 0.085 0.609 4.045 0.0932
H 2.270 1.259 3.079 0.0950
H 2.463 1.691 0.658 0.1041
H -2.761 4.273 -2.306 0.0938
H -2.943 3.435 -0.759 0.0825
C 2.974 -2.912 -0.050 -0.1640
C 1.894 -3.314 0.955 -0.1547
C 0.879 -2.195 0.774 -0.1884
O 0.970 -1.806 -0.603 -0.1576
C 2.136 -2.366 -1.199 -0.1995
H 3.624 -3.731 -0.358 0.1098
H 3.597 -2.118 0.370 0.1014
H 1.450 -4.274 0.681 0.1025
H 2.257 -3.383 1.980 0.1110
H 1.117 -1.329 1.398 0.0972
H -0.141 -2.509 0.988 0.1066
H 1.843 -3.172 -1.887 0.1132
H 2.649 -1.594 -1.771 0.1001
C 1.784 7.264 6.891 -0.1710
C 3.182 7.626 7.388 -0.1722
C 3.232 6.894 8.723 -0.2216
O 2.424 5.730 8.572 -0.1487
C 1.658 5.823 7.362 -0.1980
H 1.655 7.361 5.816 0.0940
H 1.036 7.891 7.382 0.1159
H 3.938 7.227 6.708 0.1126
H 3.348 8.698 7.489 0.1074
H 2.821 7.515 9.529 0.1121
H 4.241 6.587 9.008 0.1110
H 2.070 5.129 6.623 0.1200
H 0.631 5.529 7.573 0.1167
C -2.758 -6.207 -0.383 -0.1650
C -2.066 -5.482 -1.533 -0.1652
C -1.535 -4.233 -0.840 -0.2001
O -1.255 -4.624 0.507 -0.1539
C -1.816 -5.906 0.775 -0.2005
H -2.883 -7.275 -0.561 0.0960
H -3.742 -5.769 -0.196 0.1139
H -1.243 -6.092 -1.912 0.1091
H -2.728 -5.250 -2.367 0.1056
H -2.283 -3.433 -0.829 0.1202
H -0.622 -3.836 -1.288 0.1097
H -1.008 -6.646 0.826 0.1155
H -2.317 -5.876 1.744 0.1161
C -1.831 -11.233 -2.229 -0.1702
C -1.750 -10.883 -3.715 -0.1709
C -2.036 -9.387 -3.692 -0.2031
O -1.522 -8.904 -2.451 -0.1554
C -1.203 -9.999 -1.593 -0.2059
H -1.309 -12.151 -1.965 0.1096
H -2.874 -11.330 -1.921 0.1131
H -0.743 -11.071 -4.093 0.1127
H -2.455 -11.435 -4.334 0.1095
H -3.113 -9.188 -3.734 0.1181
H -1.554 -8.845 -4.506 0.1175
H -0.114 -10.096 -1.528 0.1181
H -1.589 -9.787 -0.595 0.1140
C -2.789 -2.059 -3.616 -0.1696
C -2.697 -1.720 -5.103 -0.1711
C -3.000 -0.228 -5.094 -0.2121
O -2.511 0.271 -3.856 -0.1404
C -2.185 -0.811 -2.979 -0.1931
H -2.258 -2.970 -3.344 0.0907
H -3.835 -2.170 -3.319 0.1168
H -1.683 -1.899 -5.466 0.1124
H -3.388 -2.286 -5.727 0.1064
H -4.079 -0.042 -5.155 0.1163
H -2.513 0.312 -5.908 0.1156
H -1.096 -0.893 -2.897 0.1160
H -2.583 -0.595 -1.987 0.1170
C 6.953 0.115 -1.669 -0.1702
C 5.993 1.213 -2.127 -0.1649
C 5.026 0.427 -3.002 -0.1971
O 4.961 -0.886 -2.441 -0.1561
C 6.001 -1.058 -1.478 -0.2099
H 7.499 0.363 -0.760 0.1096
H 7.679 -0.106 -2.456 0.1105
H 5.468 1.637 -1.269 0.1137
H 6.478 2.025 -2.665 0.1104
H 5.391 0.356 -4.033 0.1156
H 4.021 0.850 -3.018 0.1168
H 5.564 -1.049 -0.474 0.1079
H 6.472 -2.029 -1.640 0.1168
```

DFT total energy ... -3380.3327 a.u.
Total charge ... -1
Molecular weight ... 820.4 g/mol

Here is 11 unconnected molecules or ions with the total composition C39H68N3O18 in a non-equilibrium geometry from the OMol25 dataset. Energies are from ωB97M-V/def2-TZVPD.

Structure (XYZ):
```
128
Properties=species:S:1:pos:R:3:lowdin_charge:R:1
C 0.663 1.001 0.399 -0.0806
C 0.251 -0.312 -0.265 -0.4593
O 1.298 -0.983 -0.883 -0.3364
H -0.226 1.622 0.577 0.0562
H 1.316 1.600 -0.233 0.0412
H 1.162 0.842 1.361 0.0472
H -0.518 -0.040 -1.017 0.0708
H -0.247 -0.943 0.498 0.0725
C 3.078 -3.455 -3.496 -0.0068
C 1.627 -3.852 -3.730 -0.5589
O 1.392 -4.860 -4.395 0.0097
N 0.685 -3.054 -3.228 0.0168
C -0.748 -3.267 -3.293 -0.0595
H 3.633 -4.295 -3.079 0.0763
H 3.155 -2.633 -2.776 0.0568
H 3.604 -3.156 -4.401 0.0762
H 1.024 -2.263 -2.684 0.0792
H -1.143 -3.057 -4.286 0.0888
H -1.125 -2.527 -2.587 0.0616
H -1.105 -4.246 -2.980 0.0860
C 2.322 -1.291 3.184 0.0170
C 3.199 -2.326 2.526 -0.5631
O 4.022 -2.967 3.160 0.0297
N 3.025 -2.416 1.181 0.0043
C 3.843 -3.248 0.324 -0.0581
H 1.509 -1.013 2.509 0.0428
H 2.861 -0.385 3.451 0.0802
H 1.901 -1.777 4.064 0.0925
H 2.380 -1.753 0.752 0.0798
H 4.399 -2.596 -0.363 0.0771
H 3.176 -3.843 -0.300 0.0692
H 4.627 -3.744 0.886 0.0834
C -0.983 0.255 -4.135 0.0107
C 0.436 0.551 -4.569 -0.5476
O 0.752 0.871 -5.706 0.0266
N 1.369 0.282 -3.631 0.0077
C 2.791 0.413 -3.893 -0.0784
H -1.431 -0.456 -4.829 0.0840
H -1.588 1.162 -4.091 0.0739
H -1.109 -0.247 -3.173 0.0462
H 1.050 0.039 -2.694 0.0775
H 3.096 -0.451 -4.483 0.0784
H 3.367 0.502 -2.974 0.0771
H 2.960 1.332 -4.458 0.0728
O 6.409 0.022 2.912 0.1378
C 5.619 0.783 2.463 -0.5116
O 4.781 1.492 3.235 0.0250
C 3.862 2.275 2.470 -0.1378
C 4.035 1.772 1.015 -0.1467
C 5.437 1.146 1.004 -0.0515
H 4.176 3.316 2.557 0.1244
H 2.847 2.118 2.823 0.0956
H 3.771 2.518 0.262 0.0918
H 3.286 1.002 0.808 0.0831
H 6.231 1.813 0.681 0.1251
H 5.341 0.239 0.414 0.1199
O -3.405 3.105 -3.678 0.1258
C -3.549 3.066 -2.490 -0.4821
O -4.627 3.583 -1.868 0.0326
C -4.582 3.331 -0.458 -0.1411
C -3.107 2.941 -0.138 -0.1401
C -2.572 2.486 -1.491 -0.0669
H -5.286 2.577 -0.107 0.1075
H -4.828 4.313 -0.055 0.1205
H -3.020 2.220 0.671 0.0853
H -2.706 3.886 0.222 0.0840
H -2.677 1.416 -1.696 0.1112
H -1.565 2.816 -1.708 0.0983
O -0.597 4.964 -0.494 0.1097
C 0.422 4.677 -1.063 -0.4845
O 0.581 3.540 -1.744 0.0107
C 1.933 3.373 -2.191 -0.1477
C 2.451 4.795 -2.275 -0.1338
C 1.738 5.441 -1.051 -0.0492
H 1.893 2.858 -3.148 0.1122
H 2.516 2.745 -1.515 0.1005
H 2.137 5.313 -3.181 0.1197
H 3.536 4.846 -2.200 0.1149
H 1.608 6.509 -1.167 0.1217
H 2.319 5.126 -0.183 0.1234
O -3.634 -1.654 -3.666 0.1273
C -4.077 -1.503 -2.570 -0.4595
O -4.945 -0.482 -2.301 0.0238
C -5.059 -0.338 -0.890 -0.1665
C -4.844 -1.768 -0.363 -0.1348
C -3.731 -2.266 -1.291 -0.0723
H -6.067 -0.081 -0.567 0.1273
H -4.284 0.335 -0.523 0.1030
H -5.738 -2.374 -0.480 0.1240
H -4.505 -1.669 0.670 0.0944
H -3.764 -3.342 -1.425 0.1197
H -2.741 -1.971 -0.940 0.1151
O -3.546 -1.912 5.909 0.1222
C -2.978 -1.731 4.877 -0.5007
O -1.693 -1.344 4.828 0.0473
C -1.187 -1.236 3.504 -0.1445
C -2.456 -1.360 2.594 -0.1411
C -3.522 -2.000 3.488 -0.0632
H -0.506 -2.074 3.354 0.0949
H -0.670 -0.339 3.169 0.1002
H -2.237 -2.050 1.779 0.0837
H -2.749 -0.378 2.227 0.0997
H -3.547 -3.080 3.358 0.1237
H -4.486 -1.501 3.444 0.1241
O -3.136 -4.553 0.850 0.0991
C -1.941 -4.653 0.761 -0.4897
O -1.280 -4.500 -0.388 0.0124
C 0.151 -4.373 -0.185 -0.1054
C 0.291 -3.991 1.291 -0.1466
C -0.949 -4.586 1.900 -0.0776
H 0.536 -3.655 -0.900 0.0956
H 0.548 -5.373 -0.378 0.1356
H 0.333 -2.905 1.397 0.0825
H 1.226 -4.370 1.699 0.1192
H -1.327 -4.129 2.812 0.1095
H -0.723 -5.608 2.236 0.1363
O 1.333 2.977 4.684 0.1158
C 0.303 3.133 4.083 -0.4847
O -0.539 2.088 3.930 0.0134
C -1.714 2.452 3.189 -0.1640
C -1.718 3.963 3.255 -0.1381
C -0.218 4.306 3.296 -0.0549
H -2.593 2.011 3.659 0.1309
H -1.635 2.113 2.157 0.0806
H -2.167 4.370 4.162 0.1210
H -2.216 4.424 2.402 0.1038
H -0.027 5.289 3.711 0.1255
H 0.265 4.251 2.316 0.1228
```

DFT total energy ... -3045.6340 a.u.
Total charge ... -1
Molecular weight ... 867.0 g/mol